w) This record from the Open Molecules 2025 dataset describes an isolated molecule of C3H9NS. The level of theory is ωB97M-V/def2-TZVPD.

```
! wB97M-V def2-TZVPD RIJCOSX def2/J DEFGRID3
* xyz 0 1
C -0.4396 -1.5837 -0.7052
N -0.6681 -0.9448 0.6079
C -0.5750 0.5350 0.7592
C 0.5718 1.4947 0.0167
S 2.1885 0.7773 0.1404
H 0.4799 -2.0607 -0.6044
H -0.3708 -0.7970 -1.4929
H -1.1386 -2.3518 -0.9994
H -1.3125 -1.3948 1.1951
H -1.5129 1.1002 0.5914
H -0.3602 0.7064 1.8679
H 0.1885 1.6173 -0.9779
H 0.5004 2.2997 0.7801
H 2.4485 0.6022 -1.1788
*
```

SMILES: CNCCS
Gap between HOMO and LUMO (Eh): 0.33733
E_LUMO (Ha): 0.0336

=====

x) This record from the Open Molecules 2025 dataset describes a cluster of 2 separate species, C3H9NS in total. The level of theory is ωB97M-V/def2-TZVPD.

```
! wB97M-V def2-TZVPD RIJCOSX def2/J DEFGRID3
* xyz 0 1
C -2.6121 -3.5354 0.3188
N -1.8707 -3.5377 -0.7465
H -2.3090 -3.2955 1.3607
H -3.6057 -3.2885 0.0833
H -1.0219 -3.1998 -0.3869
C 0.4111 0.1205 -0.2950
C 0.5229 1.6040 -0.5879
S 1.6697 2.4278 0.6649
H 0.2012 -0.1130 0.7791
H 1.3985 -0.4086 -0.5534
H -0.4297 -0.2052 -1.0154
H -0.4554 2.0370 -0.5506
H 0.9922 1.8200 -1.5829
H 1.6779 3.4373 -0.1625
*
```

SMILES: C=N.CCS
Gap between HOMO and LUMO (Eh): 0.36774
E_LUMO (Ha): 0.0322

=====

Most stable to least stable: w), x)

=====

w) This record from the Open Molecules 2025 dataset describes a cluster of 2 separate species, C3H9NS in total. The level of theory is ωB97M-V/def2-TZVPD.

```
! wB97M-V def2-TZVPD RIJCOSX def2/J DEFGRID3
* xyz 0 1
C 1.5709 0.9305 -1.7029
C 0.8934 1.7682 -0.9673
H 1.1603 -0.1089 -1.9772
H 2.6232 1.0681 -1.8535
H -0.1338 1.7422 -0.7987
H 1.3986 2.5533 -0.4605
C 0.0493 -1.4055 1.5400
S -1.6968 -1.3742 1.6832
N -2.0234 -0.4944 0.1343
H 0.2952 -1.7065 0.5873
H 0.2800 -2.3005 2.2496
H 0.4185 -0.3934 1.6477
H -2.0602 0.4760 0.4624
H -2.7750 -0.7549 -0.5445
*
```

SMILES: C=C.CSN
Gap between HOMO and LUMO (Eh): 0.34782
E_LUMO (Ha): 0.0314

=====

x) This record from the Open Molecules 2025 dataset describes an isolated molecule of C3H9NS. The level of theory is ωB97M-V/def2-TZVPD.

```
! wB97M-V def2-TZVPD RIJCOSX def2/J DEFGRID3
* xyz 0 1
C 1.8844 0.7427 1.4864
N 0.6787 1.4380 1.1837
C -0.4693 0.7666 0.4418
C -0.0925 0.0937 -0.8088
S -1.0289 -1.5026 -1.1278
H 2.5430 1.3792 2.1092
H 1.7077 -0.1312 2.1307
H 2.3015 0.2077 0.6092
H 0.8418 2.4203 1.0571
H -1.0824 1.6908 0.4532
H -1.0051 0.0690 1.1276
H 0.8454 -0.5101 -0.7158
H 0.1880 0.7946 -1.6756
H -2.0066 -1.1678 -2.0093
*
```

SMILES: CNCCS
Gap between HOMO and LUMO (Eh): 0.34767
E_LUMO (Ha): 0.0359

=====

Most stable to least stable: x), w)

=====

w) This record from the Open Molecules 2025 dataset describes a cluster of 2 separate species, C3H9NS in total. The level of theory is ωB97M-V/def2-TZVPD.

```
! wB97M-V def2-TZVPD RIJCOSX def2/J DEFGRID3
* xyz 0 1
C -2.5173 0.4518 0.3712
N -2.1486 -0.5712 1.0319
H -2.8944 1.4973 0.6830
H -2.4715 0.4721 -0.7480
H -2.2552 -0.5128 2.0253
C 1.6114 0.5563 1.1447
C 1.9929 0.3891 -0.3618
S 0.4453 -0.4806 -1.1451
H 0.8236 1.3250 1.2685
H 1.0126 -0.2872 1.5100
H 2.5776 0.8896 1.5955
H 1.9956 1.3682 -0.9025
H 2.9867 -0.0420 -0.5606
H -0.3812 -1.4056 -0.6983
*
```

SMILES: C=N.CCS
Gap between HOMO and LUMO (Eh): 0.35002
E_LUMO (Ha): 0.0319

=====

x) This record from the Open Molecules 2025 dataset describes a cluster of 2 separate species, C3H9NS in total. The level of theory is ωB97M-V/def2-TZVPD.

```
! wB97M-V def2-TZVPD RIJCOSX def2/J DEFGRID3
* xyz 0 1
C -2.1519 0.8585 -0.7993
C -0.5794 -1.6746 0.0883
C -1.8701 0.7519 0.5928
N 3.1876 0.5339 0.3022
S -0.4672 0.1620 -0.3551
H -2.7600 0.1686 -1.2010
H -1.9956 1.7608 -1.3923
H -1.2643 -2.2582 -0.6262
H 0.2942 -2.3112 0.1660
H -0.9603 -1.7714 1.1164
H 3.1049 0.8067 1.2877
H 4.1313 0.2364 0.1680
H -1.6213 1.7161 1.0599
H 3.0403 1.4642 -0.2234
*
```

Gap between HOMO and LUMO (Eh): 0.30260
E_LUMO (Ha): 0.0295

=====

y) This record from the Open Molecules 2025 dataset describes an isolated molecule of C3H9NS. The level of theory is ωB97M-V/def2-TZVPD.

```
! wB97M-V def2-TZVPD RIJCOSX def2/J DEFGRID3
* xyz 0 1
C 1.0143 1.9035 -0.0526
N 0.8745 0.4930 0.2528
C -0.5033 -0.0702 0.1256
C -0.2829 -1.5414 -0.3087
S -1.7671 -2.5345 -0.2926
H 1.2411 2.4289 0.9041
H 0.0540 2.3071 -0.3611
H 1.8193 2.1319 -0.7547
H 1.4294 -0.2035 0.6959
H -1.0498 -0.0832 1.0797
H -0.8947 0.5823 -0.6444
H 0.1441 -1.5464 -1.3251
H 0.4988 -2.1150 0.2155
H -2.5777 -1.7525 0.4655
*
```

SMILES: CNCCS
Gap between HOMO and LUMO (Eh): 0.34454
E_LUMO (Ha): 0.0389

=====

Most stable to least stable: y), w), x)